{
  "formula": "C44H110BaClN7O15",
  "method": "ωB97M-V/def2-TZVPD",
  "e_homo_ev": -7.66,
  "relative_energy_kj_mol": 0.00,
  "total_charge": 0,
  "species": ["Ba", "C", "C", "O", "H", "H", "H", "H", "H", "Cl", "C", "O", "C", "C", "N", "C", "C", "O", "C", "H", "H", "H", "H", "H", "H", "H", "H", "H", "H", "H", "H", "H", "H", "H", "C", "O", "C", "C", "N", "C", "C", "O", "C", "H", "H", "H", "H", "H", "H", "H", "H", "H", "H", "H", "H", "H", "H", "H", "C", "O", "C", "C", "N", "C", "C", "O", "C", "H", "H", "H", "H", "H", "H", "H", "H", "H", "H", "H", "H", "H", "H", "H", "C", "O", "C", "C", "N", "C", "C", "O", "C", "H", "H", "H", "H", "H", "H", "H", "H", "H", "H", "H", "H", "H", "H", "H", "C", "O", "C", "C", "N", "C", "C", "O", "C", "H", "H", "H", "H", "H", "H", "H", "H", "H", "H", "H", "H", "H", "H", "H", "C", "O", "C", "C", "N", "C", "C", "O", "C", "H", "H", "H", "H", "H", "H", "H", "H", "H", "H", "H", "H", "H", "H", "H", "C", "O", "C", "C", "N", "C", "C", "O", "C", "H", "H", "H", "H", "H", "H", "H", "H", "H", "H", "H", "H", "H", "H", "H"],
  "coordinates": [[1.292523, -0.129418, -1.193221], [5.012463, -3.140588, -2.349001], [3.606333, -2.768688, -2.813261], [2.745283, -2.354998, -1.821911], [5.586093, -2.343698, -1.875701], [5.718053, -3.404178, -3.136901], [5.043133, -4.007598, -1.689121], [3.233603, -3.559988, -3.463651], [3.749703, -1.926678, -3.490431], [0.897873, 3.025982, -0.243951], [5.238193, 0.419362, -0.630931], [3.959393, 0.768932, -0.088921], [3.899133, 0.996152, 1.246849], [2.646633, 0.421762, 1.994609], [2.062623, -0.748268, 1.329379], [0.956423, -1.167528, 2.197589], [0.282263, -2.363698, 1.492009], [-0.163857, -1.936088, 0.168939], [-0.645907, -2.944338, -0.665161], [5.920803, 1.218832, -0.342841], [5.233723, 0.308302, -1.715251], [5.672813, -0.483308, -0.201511], [3.988313, 2.066892, 1.430339], [4.808643, 0.616832, 1.712689], [1.944103, 1.193242, 2.309859], [3.140893, 0.131122, 2.921609], [2.657853, -1.562358, 1.384799], [0.256103, -0.332818, 2.227849], [1.221363, -1.477348, 3.208489], [-0.516777, -2.799268, 2.091929], [0.945833, -3.227728, 1.456989], [-1.580827, -3.364338, -0.294171], [0.159563, -3.673598, -0.751701], [-0.905947, -2.560898, -1.651801], [-2.340057, 0.257222, -0.036411], [-1.377097, 0.344492, -1.021131], [-1.988327, 0.375492, -2.319331], [-0.974377, 0.728312, -3.397851], [-0.073907, -0.382638, -3.559011], [0.937043, -0.147918, -4.578871], [1.705353, 1.191992, -4.575741], [2.295303, 1.263132, -3.278241], [3.181093, 2.329352, -3.188221], [-1.827197, 0.457662, 0.904269], [-2.745527, -0.753968, -0.070971], [-3.162127, 0.972092, -0.071801], [-2.726797, 1.176262, -2.358281], [-2.483767, -0.552698, -2.604141], [-0.385707, 1.586322, -3.073211], [-1.459927, 1.032882, -4.324991], [-0.612407, -1.180528, -3.864761], [0.420403, -0.165548, -5.538491], [1.576613, -1.029828, -4.543191], [1.096063, 2.067162, -4.801461], [2.391983, 1.013092, -5.403161], [2.691973, 3.269952, -3.441461], [4.019743, 2.207692, -3.873761], [3.569063, 2.556172, -2.195171], [-1.184477, 2.913392, 2.647779], [-1.664957, 2.780072, 3.934429], [-2.600087, 3.786462, 4.338979], [-2.811307, 3.674622, 5.847409], [-2.946327, 2.237042, 6.335479], [-2.995977, 2.205142, 7.784519], [-2.668387, 0.734022, 8.191489], [-1.280207, 0.437832, 8.270859], [-1.031797, -0.931048, 8.464129], [-0.536167, 3.758102, 2.414879], [-1.991387, 2.939612, 1.915449], [-0.597217, 2.003172, 2.526449], [-3.504947, 3.698852, 3.737599], [-2.232227, 4.797082, 4.161699], [-3.733957, 4.226322, 6.027509], [-1.927617, 4.079382, 6.340739], [-2.138097, 1.711542, 6.034279], [-3.969657, 2.508092, 8.169559], [-2.210797, 2.854052, 8.172479], [-3.182917, 0.102192, 7.467499], [-3.113287, 0.625792, 9.180649], [-1.500557, -1.341108, 9.358669], [0.037733, -1.120138, 8.556049], [-1.499797, -1.417578, 7.608339], [0.969503, -7.505708, -0.064441], [2.285733, -6.959848, -0.006861], [2.274063, -5.505998, 0.203939], [3.652113, -5.057968, 0.743279], [3.656303, -3.559298, 0.944069], [4.974403, -3.160728, 1.349079], [5.510133, -3.697838, 2.688589], [6.260103, -4.891058, 2.397339], [6.594903, -5.653308, 3.526299], [0.698253, -7.998388, 0.869259], [1.068123, -8.393478, -0.689131], [0.181353, -6.869098, -0.466491], [1.462283, -5.218458, 0.872089], [2.056953, -4.982118, -0.726931], [4.315323, -5.385318, -0.057411], [3.861603, -5.633418, 1.644989], [3.438183, -3.178078, 0.034569], [4.992583, -2.071558, 1.387439], [5.737293, -3.355018, 0.595189], [4.666233, -3.857288, 3.359789], [6.134853, -2.909998, 3.109449], [7.508203, -6.211488, 3.320319], [5.779873, -6.284948, 3.879639], [6.638413, -4.956258, 4.363159], [0.185183, -5.163318, -3.290081], [-0.746837, -5.914818, -4.127071], [0.075403, -6.606938, -5.084731], [-0.677247, -7.086838, -6.317101], [-1.529847, -6.025608, -6.961021], [-2.274307, -6.592638, -8.126141], [-3.518327, -7.493278, -7.759701], [-4.445457, -6.645868, -7.055541], [-5.712437, -7.151718, -7.140221], [-0.394807, -4.932528, -2.396521], [0.568133, -4.203458, -3.636641], [1.031033, -5.797598, -3.024861], [0.559353, -7.486648, -4.660451], [0.975383, -6.028208, -5.292561], [-1.280807, -7.944698, -6.020651], [0.104243, -7.418328, -7.000821], [-1.021827, -5.205458, -7.259961], [-1.581777, -7.181208, -8.727881], [-2.609297, -5.726518, -8.696861], [-3.297987, -8.416698, -7.224131], [-3.931907, -7.972858, -8.646871], [-5.946657, -8.184978, -6.884071], [-6.073707, -7.219128, -8.166401], [-6.456907, -6.563968, -6.603171], [-8.194377, 3.700522, 6.089179], [-7.910927, 4.464232, 4.981959], [-6.521987, 4.788402, 4.765189], [-6.296237, 5.135812, 3.306969], [-6.349827, 4.049452, 2.315829], [-5.730687, 4.529162, 1.063039], [-4.215407, 4.248532, 0.980419], [-3.664527, 4.786142, -0.242491], [-2.282347, 4.545762, -0.308321], [-9.274807, 3.559972, 6.121049], [-7.974037, 4.236312, 7.012479], [-7.809377, 2.681562, 6.049389], [-5.833107, 3.991422, 5.045139], [-6.225197, 5.619302, 5.405209], [-5.372407, 5.701022, 3.183759], [-7.084357, 5.864802, 3.118449], [-7.270817, 3.724102, 2.058879], [-5.883497, 5.587212, 0.850259], [-6.125797, 3.969752, 0.215079], [-4.019817, 3.177642, 1.035589], [-3.706397, 4.746632, 1.805579], [-2.041497, 3.482712, -0.304401], [-1.828237, 5.176532, 0.455889], [-1.765207, 4.854822, -1.216691], [0.042073, 4.876262, -3.588431], [0.682713, 6.083932, -3.235461], [1.989103, 5.980982, -2.723861], [2.533073, 7.334802, -2.271011], [1.855713, 8.040652, -1.126871], [1.828003, 7.209202, 0.132199], [3.244613, 7.151482, 0.759229], [3.205953, 6.801972, 2.146909], [2.948453, 5.462582, 2.361629], [-0.186417, 4.275492, -2.708101], [0.506593, 4.302552, -4.390411], [-0.933817, 5.039972, -4.045511], [2.529923, 5.824672, -3.657231], [2.213973, 5.214192, -1.982531], [2.470953, 7.931012, -3.181381], [3.591593, 7.180212, -2.061891], [0.956843, 8.424362, -1.381651], [1.400073, 6.213602, 0.014959], [1.083263, 7.681612, 0.772739], [3.680493, 8.150152, 0.731589], [3.859713, 6.492862, 0.146059], [1.958923, 5.113862, 2.066149], [3.087333, 5.288592, 3.428649], [3.607033, 4.794072, 1.807119]],
  "forces_ev_per_a": [[1.3, 0.1, 0.3], [0.8, -0.5, 0.1], [0.4, 1.1, 0.2], [-0.6, 0.0, 0.7], [-0.5, 0.4, 0.5], [-0.4, -0.2, -0.7], [-0.3, 0.0, 0.3], [-0.3, -0.6, 0.0], [0.2, 0.4, -0.7], [0.1, -0.4, -0.2], [0.3, 0.7, 0.9], [-0.5, -1.3, -3.1], [0.2, 0.7, 1.9], [2.5, 0.0, -0.2], [-0.6, 0.6, 2.0], [-1.4, -0.9, -1.8], [-0.3, 0.0, 0.0], [0.3, 0.6, 1.7], [0.1, -0.7, 0.1], [0.3, 0.2, -0.3], [-0.5, 0.1, 0.1], [-0.4, -0.3, 0.1], [-0.4, 0.4, 0.1], [0.1, -0.6, 0.2], [-0.4, -0.1, -0.8], [-0.3, -0.3, 0.6], [0.9, -0.1, -0.4], [-0.2, 0.0, 0.3], [0.3, 0.1, 0.1], [-0.7, 0.5, -0.1], [0.6, 0.3, -0.7], [0.0, -0.4, 0.3], [-0.3, -0.4, -0.3], [0.4, 0.4, 0.0], [-0.2, -0.6, 1.5], [-0.2, 0.5, -2.3], [0.3, 1.2, -0.5], [0.0, 0.0, 0.9], [0.1, 0.2, -0.1], [-0.6, 0.1, -1.0], [-0.6, -2.3, 0.9], [-0.1, -0.1, -0.7], [0.9, 1.8, -0.1], [-0.1, -0.3, 0.1], [-0.3, -0.1, 0.4], [0.0, 0.3, -0.6], [-0.3, 0.0, 0.3], [-0.1, -0.4, 0.4], [-0.1, 0.3, 0.2], [-0.3, -0.1, -0.2], [0.0, -0.3, 0.1], [0.1, 0.0, -0.5], [0.6, 0.3, -0.1], [-0.1, 0.0, 0.2], [0.7, 0.5, 0.2], [-0.3, 0.1, -0.3], [0.2, -0.2, -0.1], [-0.3, -0.9, 0.3], [0.3, -0.8, -0.9], [-0.6, 1.1, 1.5], [0.5, -0.7, 0.2], [0.1, -2.1, -0.5], [-0.9, 2.0, -0.9], [1.4, -1.5, -0.6], [-0.6, 1.2, 0.8], [0.0, 1.0, 0.0], [-0.6, 0.0, -0.3], [0.1, 0.3, 0.4], [-0.1, -0.2, -0.1], [0.1, 0.1, -0.6], [-0.3, -0.3, 0.2], [0.4, 0.2, -0.2], [0.1, 0.1, 0.7], [-0.1, 0.6, 0.2], [0.2, 0.2, -0.2], [0.0, -0.1, 0.0], [0.0, 0.2, 0.6], [0.0, -0.3, 0.0], [-0.1, -0.5, 0.2], [-0.2, 0.2, 0.3], [-0.1, 0.2, -0.3], [0.4, -0.7, -0.1], [0.9, -1.4, -0.2], [-0.6, 1.8, 0.3], [0.3, -0.7, 0.3], [-1.7, 0.2, -0.8], [-0.2, -2.6, 0.7], [0.9, 1.0, 0.2], [-0.3, -0.3, -1.4], [-0.5, 0.6, -0.2], [-0.6, 0.8, 0.7], [-0.3, 0.7, 0.6], [-0.1, 0.2, -0.6], [0.2, 0.2, 0.1], [0.0, -0.2, 0.4], [0.1, 0.0, -0.4], [0.7, 0.1, 0.2], [0.2, 0.4, 0.1], [-0.1, 0.5, -0.7], [-0.2, 0.3, 0.3], [0.2, -0.5, -0.2], [-0.1, -0.4, 0.2], [0.4, -0.2, 0.3], [-0.1, 0.1, 0.3], [-0.2, -0.6, -0.5], [1.0, 0.0, 0.4], [-1.5, -0.8, 0.7], [2.1, 0.5, -0.3], [-0.3, 0.0, 0.1], [-0.2, 1.9, -0.1], [-0.6, -2.0, 0.2], [-0.1, -0.2, 1.2], [0.9, 1.4, 0.2], [1.2, -1.0, -0.3], [-2.5, -0.5, -0.8], [0.2, -0.1, 0.1], [-0.1, 0.0, -0.8], [0.1, 0.0, 0.2], [-0.3, -0.5, 0.5], [-0.2, 0.7, -0.6], [-0.3, 0.2, -0.2], [0.1, -0.4, -0.3], [0.3, -0.2, 0.1], [0.0, -0.2, -0.4], [-0.2, -0.2, -0.2], [0.5, 0.3, 0.9], [-0.4, 0.8, -0.7], [1.0, -0.5, 1.0], [0.0, 0.6, -0.7], [0.4, 0.3, 0.2], [-1.1, -0.3, 0.8], [1.2, 0.6, -1.5], [0.0, -0.7, 0.1], [-1.3, 0.3, 0.1], [1.3, 0.6, -0.5], [0.8, -0.9, -0.7], [0.0, 0.9, -0.4], [-1.2, -0.4, 0.0], [0.5, 0.3, -0.1], [-0.2, 0.1, -0.2], [0.5, -0.2, 0.3], [0.6, 0.0, 0.1], [-0.3, -0.6, 0.1], [-0.2, 0.4, 0.0], [0.2, -0.3, 0.1], [-0.2, 0.3, -0.4], [-0.2, 0.3, 0.7], [-0.2, 0.2, 0.1], [-0.4, 0.0, 0.0], [0.0, -0.2, 0.1], [0.2, -0.1, 0.3], [0.1, -0.1, 0.8], [0.6, -0.7, 0.5], [-0.9, 0.5, -0.5], [-0.7, 0.0, 0.2], [-1.4, 0.1, 0.5], [0.8, 0.4, -1.0], [-1.5, 0.5, 0.4], [1.4, -1.6, -0.1], [-0.3, 1.0, -0.8], [-1.3, 0.8, 0.4], [0.4, 0.6, -1.2], [-0.2, -1.2, 0.5], [0.5, -0.4, 0.1], [0.9, -0.2, 0.2], [-0.1, 0.9, 0.2], [1.1, -0.7, 0.2], [-0.7, -0.4, 0.0], [0.0, 0.6, 0.3], [0.0, 0.1, 0.2], [0.0, -0.4, 0.0], [0.3, -0.4, -0.5], [0.4, 0.4, 0.4], [-0.1, 0.0, -0.1], [0.3, -0.4, 0.3], [-0.4, 0.3, 0.0], [-0.1, -0.1, 0.0], [0.5, 0.0, -0.1]]
}